C5H3NO2 | ωB97M-V with the def2-TZVPD basis set

```
11
Properties=species:S:1:pos:R:3:forces:R:3
C 1.5828 -0.1914 0.0463 -1.968 -0.397 0.293
C -0.3057 0.7500 -0.0413 -0.400 1.866 1.257
C -1.6652 0.9423 -0.1267 3.303 -1.471 0.271
C -1.1841 -1.2279 0.0630 1.130 2.004 0.310
C -0.0064 -0.5709 0.1805 -0.216 -3.501 -1.646
H 1.7101 1.9354 -0.0404 -2.185 -2.349 0.522
H -2.4048 1.6514 -0.0486 -0.933 1.872 -0.254
H -1.3970 -2.2242 0.1096 -1.032 -2.256 0.040
N 1.0703 1.0541 0.1926 3.286 6.482 -1.130
O 2.6886 -0.5556 -0.1859 -0.349 -0.631 0.313
O -2.1798 -0.3136 -0.0765 -0.635 -1.620 0.023
```
Forces are in eV/Å.

Calculated values
HOMO-LUMO gap, eV: 9.75
Relative energy (zero: lowest compared OMol25 entry of this formula, charge and spin), kcal per mole: 61.1
LUMO level, eV: 0.805
HOMO, eV: -8.94

C5H12O | ωB97M-V with the def2-TZVPD basis set

```
18
Properties=species:S:1:pos:R:3:forces:R:3
C -0.9411 -2.4962 0.3860 -0.051 -0.129 0.012
C -0.8287 -1.0001 0.1407 0.061 -0.043 0.024
C 0.5460 1.4277 -0.6233 -0.342 0.212 -0.840
C -0.5187 2.4491 -0.4548 0.009 0.018 0.048
O 1.2854 1.1080 0.3823 0.177 0.382 0.743
C 2.1171 0.0922 0.4634 0.495 -0.273 -0.093
H -0.3842 -3.0398 -0.3856 -0.156 -0.018 0.113
H -0.4877 -2.7516 1.3509 -0.157 -0.026 -0.131
H -1.9784 -2.8453 0.3795 0.150 -0.029 0.015
H -1.3558 -0.4112 0.9031 0.050 -0.117 -0.185
H -1.2049 -0.7121 -0.8481 -0.027 -0.097 0.206
H 0.6734 0.8568 -1.5406 0.025 0.117 0.105
H -1.4985 2.0304 -0.7281 0.139 0.067 0.058
H -0.3595 3.3324 -1.0863 -0.012 -0.094 0.085
H -0.5696 2.7742 0.5880 0.033 -0.033 -0.127
H 2.6341 -0.0072 1.4026 0.004 0.105 -0.110
H 0.2373 -0.7563 0.2159 -0.411 -0.113 -0.055
H 2.3746 -0.4421 -0.4448 0.013 0.071 0.131
```
Forces are in eV/Å.

Calculated values
HOMO-LUMO gap (alpha / beta), eV: 8.26 / 7.91
Relative energy (zero: lowest compared OMol25 entry of this formula, charge and spin), kcal per mole: 92.5
LUMO level (alpha / beta), eV: 1.029 / 0.939
HOMO (alpha / beta), eV: -7.23 / -6.97

C22H33Br2N2O5S2 | ωB97M-V with the def2-TZVPD basis set

```
66
Properties=species:S:1:pos:R:3:forces:R:3
C -3.6725 1.2022 -0.7189 -0.192 -0.108 -0.007
C -4.2461 2.2039 -1.6939 0.235 -0.024 -0.017
Br -6.1368 2.0072 -1.8223 -0.199 0.005 -0.095
C -3.5757 3.1036 -2.4208 -0.054 -0.081 0.069
Br -4.5241 4.1796 -3.6476 -0.147 0.106 -0.027
C -2.0645 3.3734 -2.2818 0.132 -0.062 -0.057
C -1.2857 2.0449 -2.5318 -0.007 0.111 0.236
C 0.1823 2.1249 -2.9736 -0.129 -0.180 0.065
C 0.9516 0.8573 -2.6030 -0.048 -0.003 -0.139
N 1.4175 0.7980 -1.2162 -0.004 0.074 0.121
C 0.6314 0.0354 -0.2686 -0.062 0.077 -0.037
C 1.3853 -0.7109 0.8178 0.087 0.029 0.026
C 0.6580 -1.0340 1.9625 0.062 -0.047 0.162
C 1.2105 -1.7161 3.0354 -0.072 0.080 -0.174
C 2.5478 -2.0916 2.9818 -0.221 0.029 0.169
C 3.2876 -1.7904 1.8542 -0.007 -0.090 0.046
C 2.7184 -1.1205 0.7752 0.024 -0.075 -0.084
O 3.4950 -0.9742 -0.3595 0.131 -0.170 0.061
N -1.9151 3.9157 -0.9291 0.104 0.177 -0.041
C -0.6313 3.9190 -0.2770 -0.071 0.102 0.215
C 0.3222 5.0217 -0.7376 0.227 -0.085 0.203
C 1.6775 4.8615 -0.0503 0.092 0.009 -0.263
S 3.0731 5.6303 -0.9372 -0.025 0.135 0.102
C -1.6415 4.4356 -3.4100 -0.595 0.389 0.304
O -1.4957 3.9057 -4.5253 0.302 -0.026 -0.158
O -1.6210 5.6292 -3.0593 0.348 -0.525 -0.171
H -3.0646 0.4651 -1.2391 0.098 0.012 0.018
H -4.4793 0.6567 -0.2370 -0.021 0.057 0.055
H -3.0792 1.6691 0.0655 0.175 0.012 -0.059
H -1.8273 1.4777 -3.2895 0.005 -0.054 -0.023
H -1.3134 1.4630 -1.6085 -0.027 -0.010 0.042
H 0.6892 2.9810 -2.5238 0.051 0.102 -0.076
H 0.2145 2.2628 -4.0489 0.009 0.194 -0.104
H 1.8099 0.7473 -3.2722 0.072 0.026 0.031
H 0.3095 -0.0092 -2.7893 0.047 -0.075 -0.002
H 1.5252 1.7427 -0.8732 0.082 0.024 0.005
H -0.0829 0.6805 0.2615 -0.117 -0.055 -0.004
H 0.0196 -0.6915 -0.8088 0.049 -0.031 -0.108
H -0.3840 -0.7374 2.0074 -0.023 0.033 0.013
H 0.5829 -1.9543 3.8832 0.121 -0.034 0.056
H 2.9902 -2.6312 3.8084 0.039 -0.008 0.003
H 4.3215 -2.1020 1.7831 0.049 0.038 -0.084
H 4.0184 -0.1705 -0.2906 -0.155 0.125 -0.143
H -2.6604 3.6422 -0.3159 0.000 -0.045 0.046
H -0.1095 2.9490 -0.3372 -0.013 -0.037 -0.068
H -0.8184 4.0825 0.7898 -0.026 -0.075 0.031
H -0.1078 5.9882 -0.4864 -0.072 0.092 -0.233
H 0.4523 4.9916 -1.8150 -0.154 0.071 -0.112
H 1.9201 3.8049 0.0710 -0.020 -0.022 0.172
H 1.6916 5.3473 0.9241 -0.041 -0.169 0.152
H 2.6786 5.2733 -2.1612 -0.011 -0.037 -0.146
C -0.4363 -7.1454 2.1143 0.023 0.046 -0.005
C 0.7945 -6.5761 1.3952 -0.030 0.027 0.047
C 0.9664 -5.1257 1.8597 0.075 -0.062 -0.137
S 0.2728 -5.0455 3.5188 0.047 -0.124 -0.073
O -0.8900 -4.1954 3.5045 -0.050 0.022 0.078
O 1.3162 -4.8391 4.4913 -0.045 0.038 0.074
C -0.2814 -6.7507 3.5787 -0.036 -0.129 -0.079
H -0.5101 -8.2261 2.0003 -0.003 -0.006 -0.009
H -1.3463 -6.7013 1.7060 -0.010 0.003 0.010
H 1.6768 -7.1590 1.6669 0.001 -0.001 0.018
H 0.6893 -6.6255 0.3127 0.009 0.001 -0.009
H 2.0036 -4.8060 1.9135 -0.019 0.081 0.020
H 0.4017 -4.4234 1.2496 -0.022 0.043 0.046
H -1.2019 -6.7930 4.1556 0.013 0.068 0.037
H 0.4999 -7.3278 4.0726 0.016 0.014 0.009
```
Forces are in eV/Å.

Calculated values
HOMO-LUMO gap, eV: 6.45
LUMO level, eV: 1.781
HOMO, eV: -4.67
Total charge: -1

C26H25NRuSi | ωB97M-V with the def2-TZVPD basis set

```
54
Properties=species:S:1:pos:R:3:forces:R:3
C -3.5445 -0.0381 -2.2300 -0.533 0.337 -1.276
C -2.7133 -1.1568 -2.5672 0.018 0.528 -1.640
C -1.3521 -0.7131 -2.6136 -0.379 0.668 -2.351
C -1.3534 0.6980 -2.3275 -0.241 0.549 -1.679
C -2.6971 1.1029 -2.0545 0.139 -0.113 -0.991
Ru -2.0184 -0.5264 -0.6071 2.059 -0.947 0.716
C -1.2530 -2.7237 -0.4636 1.366 -3.870 -0.204
C -2.5849 -2.5272 -0.2154 -1.173 -0.512 1.151
C -3.7915 -2.9745 0.1360 0.660 0.292 -0.231
N -2.6317 0.0104 0.8874 -2.850 2.419 6.455
H -0.4840 -1.3184 -2.8393 -0.110 0.180 -0.072
H -3.0603 -2.1708 -2.7470 0.120 0.316 0.108
H -0.4841 1.3462 -2.3782 -0.266 -0.184 0.157
H -3.0136 2.1033 -1.7593 0.103 -0.392 -0.083
H -4.6248 -0.0640 -2.1048 0.366 -0.013 0.076
H -0.9087 -3.0705 -1.4471 -0.193 0.244 0.267
H -3.2314 0.2249 1.6967 0.328 -0.146 -0.655
H -0.5576 -2.9428 0.3572 -0.317 0.328 -0.187
H -4.0023 -4.0436 0.2608 0.095 0.211 -0.075
H -4.6097 -2.2671 0.2816 0.145 -0.247 0.020
C 1.7265 -2.5212 3.6394 -0.111 0.029 0.007
C 0.4879 -1.8746 3.7195 0.022 0.129 -0.273
C 0.0275 -1.1000 2.6488 0.313 -0.310 0.320
C 0.8045 -0.9819 1.4822 0.264 0.301 -0.202
C 2.0129 -1.6797 1.3835 0.085 -0.444 0.730
C 2.4778 -2.4370 2.4626 -0.169 0.055 -0.104
Si 0.2976 0.2098 0.1364 -0.589 -0.038 -0.354
C 0.2798 1.8840 0.9494 0.027 0.139 0.345
C -0.7926 2.7816 0.8599 0.410 0.426 0.353
C -0.7061 4.0214 1.5081 0.190 -0.047 0.012
C 0.4451 4.3824 2.2224 -0.162 -0.346 -0.226
C 1.5040 3.4722 2.3161 -0.084 0.028 0.057
C 1.4136 2.2209 1.7055 -0.312 0.676 0.074
C 1.6096 0.3504 -1.1921 -0.147 -0.112 0.767
C 2.0232 1.6091 -1.6627 0.533 -0.194 -0.595
C 2.9906 1.6966 -2.6720 -0.333 -0.011 0.269
C 3.5638 0.5367 -3.2049 -0.088 -0.022 -0.043
C 3.1209 -0.7175 -2.7627 -0.210 0.079 0.193
C 2.1294 -0.8125 -1.7780 0.674 0.231 -0.691
H 2.1044 -3.0831 4.4965 -0.120 0.088 -0.275
H -0.1267 -1.9626 4.6188 0.236 0.022 -0.204
H -0.9283 -0.5755 2.7239 0.289 -0.147 -0.106
H 2.6055 -1.6214 0.4725 -0.042 0.044 0.316
H 3.4322 -2.9566 2.3818 -0.153 0.088 0.071
H -1.7008 2.5188 0.3064 0.417 -0.027 0.238
H -1.5506 4.7055 1.4569 0.141 -0.012 0.007
H 0.5108 5.3588 2.7091 -0.036 -0.303 -0.140
H 2.3988 3.7301 2.8813 -0.160 0.008 -0.064
H 2.2288 1.5016 1.8225 -0.225 0.208 -0.110
H 1.5866 2.5200 -1.2424 0.208 -0.288 -0.097
H 3.2877 2.6832 -3.0343 0.026 -0.286 0.058
H 4.3347 0.6145 -3.9783 -0.278 -0.072 0.276
H 3.5485 -1.6277 -3.1822 -0.062 0.180 0.015
H 1.7689 -1.7946 -1.4590 0.109 0.277 -0.133
```
Forces are in eV/Å.

Calculated values
2S+1: 6
HOMO-LUMO gap (alpha / beta), eV: 3.51 / 6.85
LUMO level (alpha / beta), eV: 3.037 / 1.727
HOMO (alpha / beta), eV: -0.47 / -5.12
Total charge: -1

C27H52HoOP2 | ωB97M-V with the def2-TZVPD basis set

```
83
Properties=species:S:1:pos:R:3:forces:R:3
Ho -0.6667 -0.0543 -0.6918 -4.627 -1.654 8.865
C -2.6190 1.6882 0.4897 -0.026 -0.839 -0.312
C -3.1175 0.7767 -0.4974 0.678 -0.421 0.409
C -2.7634 -0.3955 1.4701 -0.264 0.952 -1.065
C -2.4998 0.9790 1.7196 0.119 -0.809 -0.752
C -3.1752 -0.5223 0.1075 0.586 0.876 0.412
C -2.4478 3.1482 0.2994 0.015 0.816 0.004
H -2.2829 3.3896 -0.7625 -0.074 0.033 0.270
H -1.5803 3.5288 0.8640 -0.288 -0.049 -0.155
H -3.3337 3.7202 0.6290 0.297 -0.139 -0.108
C -2.3491 1.5620 3.0795 0.267 0.314 0.420
H -1.5245 2.2861 3.1418 -0.181 -0.086 0.035
H -2.1676 0.7764 3.8224 0.036 0.299 -0.151
H -3.2687 2.0817 3.4000 0.274 -0.104 -0.221
C -2.7141 -1.4881 2.4615 0.095 -0.590 0.509
H -3.7046 -1.9454 2.6144 0.275 0.086 -0.021
H -2.3644 -1.1161 3.4339 -0.137 -0.243 -0.272
H -2.0160 -2.2787 2.1481 -0.164 0.119 0.094
C -3.6197 -1.7601 -0.5803 -0.273 -0.539 -0.345
H -4.5233 -1.5696 -1.1845 0.278 -0.206 0.217
H -3.8417 -2.5598 0.1386 0.046 0.178 -0.240
H -2.8508 -2.1569 -1.2742 -0.294 -0.166 0.181
C -3.7276 1.1103 -1.8137 -0.373 0.288 -0.340
H -4.7577 1.4812 -1.6840 0.275 -0.001 -0.118
H -3.8016 0.2204 -2.4481 -0.069 0.210 0.003
H -3.1662 1.8782 -2.3637 -0.177 -0.067 0.023
C 1.4536 0.6646 -1.4613 1.412 3.808 -2.144
C 0.4647 1.6161 -1.7533 4.382 0.524 -1.552
C -0.1294 1.8018 -3.1397 -0.767 0.322 0.019
C -0.8476 0.5965 -3.8263 -0.382 -0.090 -0.322
C -1.1526 -0.6015 -2.9288 1.437 -2.171 -2.808
C -0.1408 -1.4636 -2.5319 -0.960 -0.575 -3.848
C 1.2469 -1.3136 -3.1725 -0.223 -0.191 0.132
C 2.1242 -0.2726 -2.4671 0.502 -0.441 0.667
H 0.6747 2.1473 -3.8115 -0.088 -0.154 0.345
H -0.2536 0.2978 -4.7112 -0.139 -0.203 0.598
H -0.8494 2.6366 -3.0933 0.308 -0.322 0.095
H 2.6597 0.3246 -3.2257 -0.311 0.145 0.339
H 2.1071 0.9103 -0.6108 -0.755 -0.327 0.189
H 0.4434 2.5114 -1.1076 -0.293 -0.667 0.330
H 2.9180 -0.8144 -1.9282 -0.316 0.277 -0.038
H 1.7602 -2.2872 -3.1982 -0.280 0.311 0.371
H -0.3411 -2.4436 -2.0459 -0.100 0.784 0.181
H 1.1666 -1.0462 -4.2364 -0.410 0.001 0.361
H -1.7912 0.9511 -4.2677 0.243 -0.065 0.384
H -2.2048 -0.9193 -2.9008 0.430 0.276 0.808
P 2.2770 3.7102 0.8228 0.009 0.010 0.137
C 1.7669 4.3643 2.4681 0.012 -0.238 -0.058
H 2.5594 4.9413 2.9605 -0.181 -0.085 -0.085
H 1.4662 3.5229 3.1068 0.103 0.242 -0.054
H 0.8836 4.9979 2.3103 0.229 -0.101 0.109
C 3.9713 3.0424 1.1141 -0.176 -0.217 0.031
H 4.6156 3.7807 1.6104 -0.104 -0.237 -0.100
H 4.3910 2.7883 0.1286 0.004 0.096 0.308
H 3.9218 2.1191 1.7074 0.093 0.240 -0.085
C 2.7770 5.2602 -0.0147 -0.203 -0.107 -0.233
H 2.9957 5.0039 -1.0585 0.059 0.253 0.154
H 3.6654 5.6949 0.4534 -0.170 0.079 -0.078
H 1.9396 5.9666 0.0030 0.237 -0.030 -0.052
P 0.4894 -4.2408 -0.2677 -0.237 0.998 0.050
C -0.2198 -5.7269 -1.0481 -0.231 -0.227 -0.249
H 0.5562 -6.2781 -1.5972 -0.331 -0.112 0.249
H -0.9605 -5.3527 -1.7711 0.167 -0.390 0.153
H -0.7411 -6.3669 -0.3244 0.214 0.045 -0.260
C 2.2227 -4.3533 -0.8536 0.180 0.059 0.047
H 2.2356 -4.1346 -1.9292 0.062 -0.210 0.170
H 2.6267 -5.3588 -0.6750 0.105 0.278 -0.069
H 2.8437 -3.5922 -0.3601 -0.136 -0.275 -0.045
C 0.6408 -4.5377 1.5432 0.027 0.101 0.220
H -0.0803 -5.2937 1.8956 0.330 0.259 -0.149
H 0.4129 -3.5753 2.0433 0.121 -0.553 -0.207
H 1.6687 -4.8365 1.8046 -0.412 -0.047 0.028
C 0.7201 -0.2997 3.2679 -0.197 0.198 0.478
C 1.2658 -0.4214 1.8667 0.317 -0.045 -0.413
C 2.5259 -1.2733 1.8348 0.206 -0.314 0.067
O 0.3140 -0.9303 0.9601 -0.053 0.464 -1.397
H 0.1367 -1.1830 3.5434 0.089 0.020 -0.095
H 0.0801 0.5783 3.3575 -0.098 -0.119 -0.007
H 1.5246 -0.1834 4.0026 -0.051 -0.026 -0.143
H 1.5356 0.5809 1.5018 0.213 0.242 0.296
H 2.2986 -2.3041 2.1480 0.060 0.301 -0.120
H 2.9579 -1.3040 0.8272 -0.096 -0.035 0.073
H 3.2907 -0.8815 2.5167 -0.144 -0.016 -0.117
```
Forces are in eV/Å.

Calculated values
2S+1: 5
HOMO-LUMO gap (alpha / beta), eV: 5.22 / 5.34
LUMO level (alpha / beta), eV: -4.600 / -4.509
HOMO (alpha / beta), eV: -9.82 / -9.85
Total charge: +1

| no. | E_tot (eV) |
| --- | --- |
| 1 | -10814.7659 |
| 2 | -7423.2984 |
| 3 | -198322.8666 |
| 4 | -39309.9695 |
| 5 | -75257.4761 |